Molecular formula: C23H41FIrN4O7P
Method: DFT, ωB97M-V/def2-TZVPD

LUMO energy (spin up / spin down), eV: -12.365 / -11.933
ΔE to the lowest compared entry with this formula, charge and spin, kcal/mol: 23.5
E_tot, eV: -59627.547
Expectation value of S²: 0.7576
Multiplicity: 2
Frontier orbital gap (spin up / spin down), eV: 2.88 / 3.33
HOMO (spin up / spin down), eV: -15.250 / -15.261
Total charge: +3

Last column: Löwdin spin population.
Geometry (Å):
H  4.07063  -0.84652  -0.11411  0.000
F  0.06239  -5.74718  -5.24631  0.000
H  -1.31060  1.60578  -4.06167  0.000
H  -2.13875  5.08122  -3.49548  0.000
P  -0.76582  -0.22291  1.76105  0.001
H  -0.02271  0.62621  5.32358  -0.001
C  -0.69103  0.50078  4.46975  -0.002
H  -1.67346  2.37586  1.00822  0.000
C  -0.89737  -4.14341  -3.89469  0.000
H  -2.76380  2.63137  -3.95779  0.000
C  5.14233  2.39079  -0.04877  0.000
C  -1.89350  -2.46523  -2.40092  0.001
H  -1.14916  -3.52283  -4.74613  0.000
H  -0.60092  4.05594  -0.22194  0.000
O  -1.55202  -0.64748  -0.88734  -0.006
C  0.71818  -2.54797  1.47386  0.012
H  -0.28668  -2.32765  4.00762  0.000
H  -3.16503  0.01759  3.70421  0.000
C  -0.26332  -5.35171  -4.07012  -0.001
O  -1.20670  -3.99140  -0.40084  0.000
O  0.92245  2.69265  -0.06579  0.014
N  -0.34724  -5.68114  -1.68493  0.000
H  -1.40713  -2.41044  1.14363  0.000
H  1.63406  1.87004  3.83933  0.000
H  -2.24477  2.35862  2.68124  0.000
H  -0.38906  5.22021  -3.72946  0.000
H  -2.81923  -2.64435  -1.84932  0.000
H  6.09375  2.05801  -0.45454  0.000
H  -1.00888  -3.70147  3.19033  0.001
H  1.09186  -2.12267  0.53732  0.005
H  5.53012  -0.16000  -0.86874  0.000
H  -4.41409  0.35223  2.52356  0.000
C  2.91939  1.41645  -0.06507  0.004
H  1.45172  -2.34213  2.25379  0.000
H  -2.13958  -1.98459  -3.34968  0.000
H  4.78960  3.22209  -0.65164  0.000
O  2.14835  0.38396  0.00088  0.030
C  -0.67659  -2.05178  1.87830  0.009
H  -1.10253  5.31703  -2.09819  0.000
H  -1.40880  3.11579  -4.99724  0.000
C  -1.02787  -2.61322  3.26293  0.002
C  -2.46992  0.44149  1.65688  -0.002
C  -1.16771  4.83838  -3.06923  0.001
H  0.22311  2.60246  3.09183  0.000
H  0.94244  -0.34598  3.32853  0.000
C  -0.93443  -4.47426  -1.47490  0.000
Ir  0.22736  0.18641  -0.29902  0.762
H  2.67354  3.32698  -0.99868  0.000
H  -2.79250  0.12109  0.66981  0.000
C  4.82913  -0.07564  -0.04046  0.001
H  0.67754  -3.62815  1.33052  0.001
O  -0.50236  1.50335  -1.86535  0.097
C  -2.43223  1.97142  1.68099  0.000
H  -1.35285  1.36386  4.44603  0.000
C  -0.50496  2.76958  -1.95379  0.011
C  -1.67928  2.62653  -4.06330  0.000
H  -3.40029  2.35330  1.35788  0.000
N  4.21012  1.25542  -0.09702  0.003
O  0.23695  -1.62228  -1.60988  0.051
O  0.63223  -7.24772  -3.02121  0.000
C  0.18284  0.43511  3.20673  -0.003
N  -1.23079  -3.73030  -2.65989  -0.001
H  2.68290  3.38381  0.77654  0.000
H  0.77954  4.38155  -1.27482  0.000
N  -1.07327  3.37688  -2.96242  0.004
H  -3.62043  -1.21249  2.51380  0.000
H  1.44455  1.81495  2.09411  0.000
C  0.06975  -6.21879  -2.91694  0.000
C  2.33380  2.81566  -0.09332  0.001
C  -3.45667  -0.14954  2.67324  -0.002
C  0.91053  1.75936  3.03158  0.000
H  5.29202  2.71353  0.98124  0.000
H  5.36994  -0.17546  0.89976  0.000
H  -0.16262  -6.24143  -0.85772  0.000
C  0.15930  3.58847  -0.85505  0.002
H  -1.27850  -0.39114  4.65312  0.000
H  -2.01513  -2.32829  3.61520  0.000
C  -1.01184  -1.55465  -1.59371  0.001

Cartesian forces (eV/Å) of the 2 atoms listed first:
0.053 0.010 -0.010
0.531 -0.774 -1.494